No. 1
C42H84O54S9 as an isolated structure at a distorted geometry. Source: the OMol25 dataset; level of theory: ωB97M-V with the def2-TZVPD basis set.

Last column: Löwdin charge in e.
Geometry (Å):
1 C 2.9110 -3.0421 -0.9750  -0.032
2 C 3.8465 -1.8543 -0.8133  -0.202
3 O 5.0045 -2.1072 -1.5695  0.068
4 C 5.9323 -1.2286 -1.8099  -0.607
5 O 6.0028 -0.1532 -1.2339  0.101
6 O 6.7230 -1.6069 -2.7950  0.010
7 C 7.8224 -0.7784 -3.1464  -0.035
8 H 2.0467 -2.9052 -0.3258  0.051
9 H 3.3644 -4.0094 -0.7587  0.082
10 H 2.5138 -3.1230 -1.9881  0.063
11 H 4.1731 -1.8477 0.2316  0.116
12 H 3.2425 -0.9550 -0.9418  0.118
13 H 8.3896 -1.3105 -3.9060  0.095
14 H 8.5102 -0.5215 -2.3410  0.095
15 H 7.4091 0.1518 -3.5377  0.099
16 C -6.0369 6.9347 2.5755  -0.053
17 C -6.3973 5.5395 2.0364  -0.201
18 O -5.6616 4.5694 2.7738  0.034
19 C -5.8893 3.2898 2.5899  -0.632
20 O -6.7377 2.8073 1.8318  0.089
21 O -4.9871 2.6394 3.2523  0.018
22 C -4.4874 1.3537 2.9362  -0.018
23 H -5.9784 6.8722 3.6638  0.081
24 H -6.8566 7.6219 2.3709  0.074
25 H -5.0650 7.3096 2.2582  0.074
26 H -6.2956 5.4824 0.9535  0.123
27 H -7.4403 5.3687 2.3084  0.123
28 H -5.1450 0.7292 2.3311  0.083
29 H -4.2116 0.8437 3.8539  0.100
30 H -3.6128 1.5195 2.3041  0.076
31 C 3.3291 -6.9733 1.4286  -0.051
32 C 1.9603 -6.5041 1.9321  -0.219
33 O 0.9399 -6.9100 1.0089  0.042
34 C 0.2205 -5.9481 0.3654  -0.562
35 O 0.4736 -4.7618 0.3780  0.105
36 O -0.7536 -6.5292 -0.2777  0.030
37 C -1.4294 -5.8179 -1.3153  -0.015
38 H 4.1843 -6.6999 2.0446  0.080
39 H 3.4544 -6.5196 0.4441  0.073
40 H 3.3328 -8.0612 1.3536  0.075
41 H 2.0948 -5.4552 2.1912  0.084
42 H 1.7637 -6.9682 2.8992  0.122
43 H -2.1270 -6.4658 -1.8479  0.095
44 H -0.7989 -5.4181 -2.1078  0.097
45 H -2.1026 -5.0741 -0.8882  0.083
46 C -5.1922 -1.0911 -0.3969  -0.060
47 C -6.5278 -1.7450 -0.2533  -0.212
48 O -7.2119 -1.5665 -1.4925  0.057
49 C -8.4210 -2.1015 -1.5580  -0.614
50 O -8.9786 -2.7476 -0.6924  0.118
51 O -8.9060 -1.7606 -2.7366  0.003
52 C -10.2234 -2.1943 -3.0794  -0.032
53 H -5.3213 -0.0583 -0.7416  0.073
54 H -4.5471 -1.5024 -1.1722  0.080
55 H -4.7396 -0.9510 0.5838  0.053
56 H -7.1206 -1.3555 0.5748  0.135
57 H -6.3072 -2.7801 0.0221  0.125
58 H -10.2073 -3.2741 -3.2221  0.097
59 H -10.4909 -1.7301 -4.0258  0.091
60 H -10.9279 -1.8825 -2.3105  0.097
61 C 2.6073 3.2802 -2.9356  -0.041
62 C 2.0308 1.9148 -3.2956  -0.196
63 O 3.0065 0.8955 -3.5099  0.062
64 C 3.1466 0.3117 -4.6876  -0.595
65 O 2.4571 0.5073 -5.6503  0.119
66 O 4.1262 -0.5992 -4.5880  0.003
67 C 4.4576 -1.3924 -5.7132  -0.041
68 H 3.0015 3.8473 -3.7760  0.088
69 H 3.2761 3.1786 -2.0791  0.068
70 H 1.8061 3.8717 -2.4854  0.062
71 H 1.2734 2.1177 -4.0543  0.107
72 H 1.4229 1.5535 -2.4648  0.109
73 H 4.6815 -2.3979 -5.3564  0.100
74 H 5.3768 -1.0098 -6.1576  0.098
75 H 3.6749 -1.5053 -6.4606  0.075
76 C -0.8113 -2.0649 -0.6908  -0.039
77 C -0.5438 -0.6102 -1.1158  -0.172
78 O 0.3962 -0.0513 -0.1769  0.004
79 C -0.0546 0.4233 0.9872  -0.583
80 O -1.1971 0.4034 1.3821  0.121
81 O 0.9767 0.9020 1.6996  0.008
82 C 2.3129 0.6249 1.2666  -0.048
83 H -0.9386 -2.1687 0.3876  0.062
84 H -0.0367 -2.7820 -0.9543  0.049
85 H -1.7540 -2.4043 -1.1220  0.066
86 H -1.4713 -0.0523 -1.2370  0.104
87 H -0.1187 -0.5670 -2.1172  0.096
88 H 2.6008 0.9958 0.2847  0.086
89 H 2.4501 -0.4557 1.3238  0.089
90 H 3.0055 1.1011 1.9563  0.067
91 C -3.2876 -5.2773 3.6265  -0.187
92 C -4.7556 -5.2037 3.2783  -0.161
93 O -4.9778 -3.8539 2.8721  -0.201
94 S -3.6078 -3.1339 2.3763  0.669
95 O -3.7888 -1.7586 2.7353  -0.217
96 O -3.3126 -3.5090 1.0181  -0.223
97 O -2.7359 -3.9789 3.4917  -0.188
98 H -2.8144 -6.1121 3.1069  0.132
99 H -3.2164 -5.5670 4.6753  0.134
100 H -5.3767 -5.3017 4.1672  0.133
101 H -5.0888 -5.8777 2.4905  0.133
102 C -0.0051 -3.8581 -7.0957  -0.162
103 C 1.2050 -2.9620 -7.3315  -0.181
104 O 1.9140 -3.0975 -6.1315  -0.211
105 S 0.9622 -3.2888 -4.8324  0.683
106 O 0.8391 -2.0159 -4.1456  -0.227
107 O 1.4362 -4.3778 -4.0076  -0.230
108 O -0.3513 -3.6396 -5.7342  -0.184
109 H 0.2867 -4.8942 -7.2793  0.133
110 H -0.8481 -3.6821 -7.7614  0.139
111 H 0.9816 -1.9271 -7.5955  0.128
112 H 1.8198 -3.3810 -8.1282  0.138
113 C 1.1731 -3.0129 2.8231  -0.216
114 C 0.4286 -2.3348 3.9630  -0.130
115 O 1.0441 -2.9491 5.1306  -0.199
116 S 2.5885 -3.4335 4.8627  0.710
117 O 2.7094 -4.8833 4.8394  -0.246
118 O 3.5093 -2.6328 5.5982  -0.213
119 O 2.4874 -2.8397 3.2910  -0.202
120 H 0.8726 -2.5347 1.8925  0.119
121 H 0.8227 -4.0451 2.8361  0.107
122 H -0.6484 -2.4891 3.9258  0.118
123 H 0.6130 -1.2603 3.9832  0.127
124 C 3.0334 4.1523 5.0634  -0.158
125 C 3.5470 3.7206 6.4527  -0.183
126 O 3.7106 2.3399 6.4152  -0.190
127 S 2.6558 1.6550 5.3350  0.677
128 O 1.3452 1.6755 5.9388  -0.227
129 O 3.1100 0.4696 4.7062  -0.201
130 O 2.8460 2.9356 4.3408  -0.221
131 H 3.6722 4.8622 4.5413  0.108
132 H 2.0887 4.6983 5.1046  0.117
133 H 2.9188 4.0955 7.2613  0.132
134 H 4.5778 4.0361 6.6250  0.135
135 C -0.1273 3.7323 3.1661  -0.136
136 C -1.2861 3.8539 2.1784  -0.194
137 O -2.3378 4.5096 2.8384  -0.195
138 S -1.7651 5.5964 3.9276  0.668
139 O -2.5064 5.3742 5.1464  -0.231
140 O -1.7108 6.8740 3.3176  -0.221
141 O -0.3020 4.8729 4.0298  -0.203
142 H 0.7601 3.6517 2.5479  0.100
143 H -0.2797 2.8622 3.8038  0.133
144 H -1.6675 2.9106 1.7893  0.112
145 H -0.9708 4.4460 1.3165  0.106
146 C -4.3959 3.1239 -1.7914  -0.106
147 C -3.6128 3.0139 -0.4795  -0.195
148 O -2.6126 3.9838 -0.7034  -0.186
149 S -1.8629 3.4622 -2.0776  0.686
150 O -1.0302 2.3031 -1.8587  -0.226
151 O -1.4136 4.5963 -2.8557  -0.227
152 O -3.2781 2.9172 -2.6895  -0.227
153 H -4.8157 4.1211 -1.9144  0.134
154 H -5.0930 2.3144 -1.9932  0.133
155 H -3.2587 1.9888 -0.3502  0.127
156 H -4.1447 3.3053 0.4262  0.129
157 C 3.8911 6.3226 1.5858  -0.149
158 C 4.5407 5.8798 0.2583  -0.149
159 O 3.4538 5.4383 -0.5532  -0.208
160 S 2.3313 4.6844 0.3947  0.690
161 O 2.8260 3.3846 0.7650  -0.217
162 O 0.9939 4.8056 -0.1646  -0.223
163 O 2.5571 5.8251 1.5475  -0.203
164 H 3.7723 7.4038 1.5545  0.134
165 H 4.3957 5.9017 2.4525  0.109
166 H 5.2298 5.0637 0.4685  0.128
167 H 4.8967 6.7803 -0.2335  0.135
168 C -1.2731 0.9236 -5.2349  -0.093
169 C -1.8273 0.0962 -6.4225  -0.160
170 O -2.7086 -0.9048 -5.9470  -0.186
171 S -2.8045 -0.9073 -4.3193  0.648
172 O -2.6554 -2.2125 -3.7279  -0.226
173 O -3.9379 -0.1371 -3.8696  -0.231
174 O -1.4449 -0.0623 -4.1872  -0.245
175 H -1.8913 1.7350 -4.8470  0.119
176 H -0.2395 1.2498 -5.3094  0.115
177 H -0.9900 -0.4004 -6.9211  0.112
178 H -2.2256 0.6569 -7.2687  0.132
179 C 6.1430 0.3562 1.9489  -0.142
180 C 7.4197 1.0898 1.4872  -0.147
181 O 7.4020 2.3647 2.1357  -0.204
182 S 6.2779 2.4283 3.3384  0.681
183 O 5.6684 3.7380 3.3732  -0.241
184 O 6.8050 1.8945 4.5609  -0.214
185 O 5.3276 1.3621 2.5547  -0.221
186 H 6.3552 -0.3679 2.7377  0.133
187 H 5.5567 -0.1535 1.1880  0.106
188 H 7.5062 1.2439 0.4138  0.118
189 H 8.3058 0.5650 1.8441  0.128

## Properties
Total charge: 0
Relative energy (zero: lowest compared OMol25 entry of this formula, charge and spin), kcal per mole: 0.0
E_HOMO, eV: -10.223
Gap between HOMO and LUMO, eV: 10.29
DFT total energy, eV: -252988.423

No. 2
C45H43Cl5FGeN3O3ScSe2 as an isolated structure. Source: the OMol25 dataset; level of theory: ωB97M-V with the def2-TZVPD basis set.

Last column: Löwdin charge in e.
Geometry (Å):
1 Sc 1.1426 -0.8864 -0.0506  0.706
2 F -2.5237 4.7242 -1.4992  0.082
3 C -2.9548 3.5468 -1.0090  -0.181
4 C -2.0792 2.5101 -0.8983  0.108
5 C -2.5404 1.2572 -0.4608  -0.035
6 C -1.6131 0.1434 -0.3394  -0.260
7 O -0.3861 0.3682 -0.6020  -0.161
8 C -2.1558 -1.1020 0.0448  -0.029
9 C -3.4980 -1.1660 0.3344  0.072
10 N -4.3399 -0.1305 0.2997  0.028
11 C -5.7287 -0.3342 0.6522  -0.251
12 C -6.0462 -1.1836 1.8443  -0.064
13 C -6.2510 0.3008 1.9097  -0.086
14 C -3.8950 1.1093 -0.1349  -0.097
15 C -4.7757 2.2008 -0.2309  0.074
16 C -4.3214 3.4332 -0.6632  -0.128
17 N -5.1765 4.5286 -0.7859  -0.089
18 C -4.7751 5.8968 -0.5689  -0.129
19 C -5.6990 6.5601 0.4434  -0.071
20 N -7.1282 6.4323 -0.0194  0.060
21 C -7.5143 4.9954 -0.2529  -0.076
22 C -6.5327 4.4030 -1.2548  -0.128
23 C -1.4176 -2.4185 0.1458  -0.624
24 O -2.0353 -3.4502 0.2605  0.108
25 O -0.1166 -2.3455 0.0881  -0.186
26 H -1.0413 2.6379 -1.1712  0.146
27 H -3.9178 -2.1204 0.6231  0.158
28 H -6.3789 -0.3994 -0.2123  0.161
29 H -5.2222 -1.5873 2.4132  0.116
30 H -6.9091 -1.8262 1.7682  0.118
31 H -5.5431 0.8620 2.5032  0.117
32 H -7.2609 0.6835 1.8951  0.107
33 H -5.8027 2.0755 0.0690  0.108
34 H -4.7833 6.4637 -1.5103  0.144
35 H -3.7623 5.9501 -0.1766  0.140
36 H -5.4922 7.6229 0.5610  0.144
37 H -5.6546 6.0649 1.4134  0.145
38 H -7.2493 6.9586 -0.8896  0.187
39 H -7.7551 6.8580 0.6653  0.188
40 H -8.5439 4.9839 -0.6081  0.143
41 H -7.4485 4.5075 0.7201  0.142
42 H -6.6450 4.9325 -2.2139  0.144
43 H -6.7874 3.3640 -1.4496  0.137
44 Cl -0.7276 -1.9116 3.1815  0.762
45 C 0.4731 -0.6544 3.2736  -0.665
46 C 1.0438 -0.1725 2.1000  -0.251
47 C 1.8504 0.9351 2.2617  -0.657
48 Cl 2.4696 1.6677 0.7678  0.674
49 C 2.2159 1.5015 3.4779  -0.711
50 Cl 3.2780 2.8460 3.5692  0.709
51 C 1.6947 0.9190 4.6344  -0.700
52 Cl 2.1360 1.5352 6.1709  0.717
53 C 0.7996 -0.1523 4.5293  -0.704
54 Cl 0.1274 -0.8249 5.9581  0.708
55 C 0.4166 -3.3684 -3.9682  -0.350
56 Se -0.0158 -1.7425 -3.0022  0.992
57 C 0.6332 -0.4351 -4.2969  -0.531
58 C 2.1072 -0.1192 -4.1370  -0.525
59 Se 2.4724 0.6554 -2.3799  0.902
60 C 4.4010 0.7689 -2.5849  -0.346
61 H -0.3220 -3.5364 -4.7478  0.033
62 H 0.3928 -4.1828 -3.2475  0.035
63 H 1.4173 -3.3040 -4.3883  0.009
64 H 0.0257 0.4647 -4.1836  0.065
65 H 0.4410 -0.8323 -5.2946  0.079
66 H 2.4255 0.6205 -4.8741  0.081
67 H 2.7194 -1.0149 -4.2606  0.061
68 H 4.6119 1.3931 -3.4502  0.041
69 H 4.8348 -0.2210 -2.7054  0.018
70 H 4.8084 1.2289 -1.6880  0.020
71 C 3.1208 -3.1765 4.8984  -0.063
72 C 4.1955 -2.3897 4.5110  -0.060
73 C 4.3769 -2.0750 3.1743  -0.091
74 C 3.4829 -2.5420 2.2073  -0.316
75 C 2.4005 -3.3200 2.6121  -0.143
76 C 2.2279 -3.6461 3.9475  -0.082
77 Ge 3.7613 -2.0643 0.3501  1.073
78 C 3.4806 -3.5150 -0.9173  -0.311
79 C 3.5824 -3.2853 -2.2898  -0.135
80 C 3.5180 -4.3335 -3.1913  -0.095
81 C 3.3198 -5.6284 -2.7333  -0.061
82 C 3.1885 -5.8692 -1.3748  -0.056
83 C 3.2677 -4.8208 -0.4709  -0.082
84 C 5.3999 -1.0760 0.0275  -0.325
85 C 6.3459 -1.5802 -0.8680  -0.114
86 C 7.5369 -0.9075 -1.0950  -0.066
87 C 7.8009 0.2784 -0.4286  -0.062
88 C 6.8774 0.7836 0.4754  -0.069
89 C 5.6894 0.1106 0.7020  -0.148
90 H 2.9802 -3.4234 5.9416  0.113
91 H 4.8972 -2.0288 5.2508  0.113
92 H 5.2307 -1.4728 2.8875  0.095
93 H 1.6678 -3.6698 1.8924  0.097
94 H 1.3849 -4.2521 4.2488  0.111
95 H 3.7349 -2.2747 -2.6578  0.074
96 H 3.6313 -4.1473 -4.2514  0.112
97 H 3.2731 -6.4496 -3.4344  0.114
98 H 3.0372 -6.8777 -1.0159  0.114
99 H 3.1896 -5.0318 0.5875  0.099
100 H 6.1656 -2.5141 -1.3862  0.101
101 H 8.2615 -1.3159 -1.7860  0.112
102 H 8.7314 0.8013 -0.6021  0.112
103 H 7.0869 1.7006 1.0089  0.113
104 H 4.9840 0.5245 1.4116  0.074

## Properties
Total charge: +2
Relative energy (zero: lowest compared OMol25 entry of this formula, charge and spin), kcal per mole: 5.6
Spin multiplicity: 2
E_HOMO (alpha / beta), eV: -11.333 / -12.288
Gap between HOMO and LUMO (alpha / beta), eV: 6.43 / 6.63
<S²>: 0.755
DFT total energy, eV: -331203.325

No. 3
A 2-piece molecular cluster, C3H3FS2 overall at a distorted geometry. Source: the OMol25 dataset; level of theory: ωB97M-V with the def2-TZVPD basis set.

Last column: Löwdin charge in e.
Geometry (Å):
1 C 0.6285 0.0751 -0.0755  0.057
2 C 0.6870 -1.1307 0.4995  -0.002
3 C 0.2424 -0.1125 1.3143  -0.921
4 F -3.5471 -1.5916 -0.7886  -0.571
5 S -0.0344 0.6587 2.6822  0.632
6 S -3.3035 -1.0399 0.7613  0.742
7 H 0.2470 0.5839 -0.9310  0.109
8 H 1.1720 -2.0915 0.6063  0.117
9 H -2.1134 -0.3545 0.4903  -0.162

## Properties
Total charge: 0
Relative energy (zero: lowest compared OMol25 entry of this formula, charge and spin), kcal per mole: 81.0
Structure (SMILES): S=c1cc1.FS
E_HOMO, eV: -8.342
Gap between HOMO and LUMO, eV: 7.94
DFT total energy, eV: -27542.987

- What is the total charge in the second record?
  +2